# 1
Here is a molecular structure, C30H50BrN3OP2Zn at a distorted geometry from OMol25. Energies are from wB97M-V/def2-TZVPD.

The charge is +2. For the max |F|, the calculation gives 5.5 eV/A. The value obtained for the total energy is -6447.65349 Ha. For the orbital gap (spin up / spin down), the calculation gives 3.454 / 3.367 eV.

```
88
Properties=species:S:1:pos:R:3:mulliken_charge:R:1
C 8.613 0.919 -2.105 -0.323
C 7.538 1.591 -2.712 0.581
C 7.977 2.638 -3.531 -0.257
C 9.323 2.886 -3.844 -0.315
N 10.285 2.148 -3.282 -0.515
C 9.963 1.171 -2.420 -0.274
C 6.047 1.266 -2.525 -0.393
C 4.807 1.655 -2.410 -0.321
C 3.996 1.592 -1.052 0.142
C 3.593 0.326 -0.571 -0.259
C 2.305 0.263 0.235 0.117
C 1.705 1.504 0.427 -0.057
C 2.295 2.733 0.196 -0.682
C 3.440 2.768 -0.578 -0.519
Zn 1.568 1.838 -2.628 0.388
P -0.712 -0.697 -2.486 0.706
H 7.177 3.234 -3.892 0.401
H 8.304 0.206 -1.371 0.402
H 9.563 3.688 -4.558 0.340
H 10.752 0.557 -1.957 0.342
H 3.900 3.644 -1.025 0.530
H 4.216 -0.561 -1.041 0.303
H 1.947 3.728 0.490 0.672
H 2.096 -0.798 0.540 0.324
C -2.581 -1.091 -2.578 -0.673
C -3.325 -1.024 -3.933 -1.118
H -2.922 -0.263 -1.911 0.473
H -2.883 -2.034 -2.062 0.430
H -4.420 -1.146 -3.865 0.411
H -3.185 -0.063 -4.428 0.178
H -2.990 -1.797 -4.633 0.259
C -0.208 0.145 -4.158 0.576
C 0.973 -0.466 -4.886 -1.611
H 0.294 1.216 -3.890 -0.670
H -0.953 0.603 -4.829 0.527
H 1.474 0.207 -5.591 0.468
H 1.754 -0.758 -4.180 0.355
H 0.687 -1.328 -5.460 0.323
C 0.017 -2.494 -2.709 -0.370
C -0.651 -3.453 -3.735 -1.170
H -0.065 -2.897 -1.664 0.093
H 1.124 -2.480 -2.889 0.413
H -0.173 -4.450 -3.838 0.398
H -1.694 -3.624 -3.446 0.260
H -0.644 -3.006 -4.739 0.218
Br -0.228 2.045 0.764 -0.204
P -0.573 4.243 -2.150 0.469
C -1.292 2.963 -3.184 0.613
C -2.327 3.449 -4.237 -1.505
H -1.804 2.204 -2.552 0.106
H -0.475 2.543 -3.804 -0.278
H -2.427 2.788 -5.122 0.371
H -3.378 3.505 -3.903 0.412
H -2.110 4.445 -4.652 0.433
C -1.311 4.713 -0.517 -0.149
C -1.562 6.205 -0.231 -1.481
H -0.659 4.410 0.341 -0.003
H -2.295 4.239 -0.366 0.512
H -2.121 6.467 0.697 0.393
H -0.723 6.872 -0.098 0.361
H -2.163 6.699 -0.968 0.427
C 1.230 4.640 -2.306 1.097
C 1.792 5.755 -3.312 -1.447
H 1.728 3.672 -2.630 -0.777
H 1.553 4.985 -1.288 0.334
H 2.885 5.911 -3.095 0.413
H 1.802 5.459 -4.395 0.357
H 1.313 6.759 -3.198 0.369
C -0.723 -3.714 1.115 -0.687
N -1.031 -2.957 2.304 0.124
C -1.327 -3.699 3.541 -1.089
C -0.969 -1.567 2.212 0.378
O -0.794 -1.086 1.091 -0.442
N -1.313 -0.883 3.424 0.033
C -2.694 -1.259 3.831 -1.042
C -1.039 0.552 3.466 -0.988
H -0.875 -4.757 1.363 0.464
H 0.321 -3.544 0.884 0.203
H -1.327 -3.381 0.270 0.116
H -0.943 -3.105 4.402 0.336
H -2.436 -3.905 3.661 0.272
H -0.793 -4.659 3.433 0.495
H -2.699 -1.694 4.861 0.274
H -3.299 -0.320 3.776 0.353
H -3.040 -1.994 3.058 0.399
H -0.067 0.812 3.042 0.213
H -1.820 1.050 2.897 0.316
H -1.107 0.894 4.505 0.346
```

# 2
Here is 5 unconnected molecules or ions with the total composition C30H50N5O2S from OMol25. Energies are from wB97M-V/def2-TZVPD.

The charge is +1. For the max |F|, the calculation gives 0.9 eV/A. The value obtained for the total energy is -1995.30364 Ha. For the orbital gap, the calculation gives 7.112 eV.

```
88
Properties=species:S:1:pos:R:3:mulliken_charge:R:1
C -2.857 -2.853 -2.490 -1.389
C -1.815 -3.679 -1.703 -0.428
C -2.014 -3.528 -0.177 -1.733
C -0.736 -3.586 0.654 0.498
C 0.093 -4.858 0.312 -1.434
C 0.141 -2.377 0.500 -1.075
C 0.021 -1.368 -0.449 0.881
C 0.929 -0.318 -0.488 0.079
C 0.787 0.765 -1.509 -0.392
O 0.260 1.788 -1.235 -0.425
O 1.240 0.449 -2.735 -0.398
C 2.672 0.365 -2.840 -0.397
C 3.375 1.718 -2.682 -0.720
C 4.488 1.877 -3.716 -0.725
S 3.787 2.667 -5.198 -0.236
C 1.964 -0.253 0.445 0.124
C 2.050 -1.253 1.389 -1.128
N 1.167 -2.270 1.384 0.161
H -3.725 -3.478 -2.660 0.276
H -3.180 -1.986 -1.921 0.394
H -2.431 -2.497 -3.423 0.327
H -0.815 -3.382 -2.003 0.461
H -1.960 -4.718 -1.975 0.502
H -2.605 -4.387 0.135 0.517
H -2.618 -2.660 0.073 0.484
H -1.021 -3.600 1.706 0.601
H 0.919 -4.592 -0.343 0.375
H -0.521 -5.603 -0.172 0.428
H 0.537 -5.253 1.222 0.399
H -0.793 -1.387 -1.150 0.681
H 2.887 -0.037 -3.822 0.550
H 3.088 -0.349 -2.126 0.285
H 2.666 2.535 -2.774 0.476
H 3.851 1.768 -1.704 0.207
H 5.321 2.442 -3.317 0.437
H 4.878 0.906 -4.009 0.388
H 4.903 3.128 -5.774 0.143
H 2.678 0.552 0.444 0.638
H 2.814 -1.262 2.146 0.731
H 1.275 -2.998 2.078 0.352
C -6.609 -5.645 -3.852 -1.101
C -7.691 -4.674 -4.309 -0.412
C -7.248 -3.208 -4.230 -0.359
C -6.913 -2.829 -2.856 0.225
N -6.658 -2.541 -1.776 -0.460
H -6.350 -5.486 -2.803 0.321
H -6.950 -6.674 -3.953 0.336
H -5.701 -5.532 -4.450 0.288
H -8.586 -4.815 -3.702 0.295
H -7.966 -4.896 -5.341 0.308
H -8.042 -2.548 -4.581 0.302
H -6.372 -3.040 -4.858 0.274
C -0.021 1.750 2.083 -0.925
C -0.749 2.994 2.576 -0.601
C 0.071 3.773 3.607 -0.250
C 0.367 2.943 4.776 0.216
N 0.578 2.277 5.685 -0.463
H 0.160 1.050 2.904 0.397
H -0.619 1.235 1.331 0.270
H 0.940 2.009 1.632 0.256
H -1.705 2.706 3.013 0.362
H -0.973 3.647 1.735 0.372
H -0.476 4.656 3.936 0.011
H 1.018 4.103 3.175 0.336
C -1.187 7.931 0.751 -1.131
C -2.028 8.476 1.899 -0.421
C -2.038 7.552 3.122 -0.396
C -2.598 6.240 2.790 0.255
N -3.043 5.223 2.503 -0.459
H -1.582 6.983 0.383 0.334
H -1.181 8.630 -0.084 0.334
H -0.152 7.772 1.064 0.296
H -3.052 8.634 1.557 0.303
H -1.641 9.449 2.205 0.316
H -2.634 7.983 3.926 0.333
H -1.023 7.409 3.499 0.284
C 6.390 -0.670 4.043 -1.126
C 6.275 -2.146 3.681 -0.378
C 6.814 -2.465 2.280 -0.456
C 6.075 -1.735 1.248 0.301
N 5.494 -1.156 0.447 -0.425
H 5.800 -0.045 3.370 0.303
H 6.027 -0.494 5.055 0.329
H 7.426 -0.334 3.995 0.339
H 5.230 -2.459 3.748 0.231
H 6.830 -2.742 4.406 0.333
H 6.730 -3.531 2.069 0.287
H 7.867 -2.191 2.205 0.298
```

# 3
Here is a molecular structure, C30H50N7O3PPt at a distorted geometry from OMol25. Energies are from wB97M-V/def2-TZVPD.

The value obtained for the relative energy (zero: lowest compared OMol25 entry of this formula, charge and spin) is 4.154 eV. For the max |F|, the calculation gives 1.1 eV/A. The value obtained for the total energy is -2242.71924 Ha. For the orbital gap (spin up / spin down), the calculation gives 7.122 / 7.351 eV.

```
92
Properties=species:S:1:pos:R:3:mulliken_charge:R:1
Pt -1.833 0.008 0.039 2.276
N -1.478 1.874 1.094 -0.319
C -2.103 2.916 1.948 -0.989
C -3.232 3.754 1.366 -0.657
C -4.607 3.417 1.935 -1.110
C -5.082 2.000 1.712 -0.303
N -5.124 1.739 0.282 -0.318
H -0.751 1.423 1.647 0.162
H -0.982 2.326 0.331 0.034
H -1.283 3.584 2.225 0.438
H -2.440 2.436 2.870 0.639
H -3.214 3.728 0.273 0.402
H -3.028 4.787 1.655 0.377
H -5.350 4.101 1.511 0.374
H -4.580 3.625 3.010 0.343
H -6.057 1.872 2.199 0.398
H -4.399 1.287 2.187 0.118
H -5.539 2.526 -0.203 0.194
H -5.694 0.933 0.065 0.176
O -3.893 -0.964 0.924 -0.273
N -4.835 -1.469 0.266 -0.272
C -4.953 -1.247 -1.045 0.552
C -4.020 -0.400 -1.713 0.534
N -3.101 0.295 -1.803 -0.782
C -6.033 -1.891 -1.729 -0.241
N -6.906 -2.400 -2.278 -0.550
C -0.315 -4.062 2.465 -1.184
N -0.848 -3.659 1.171 0.414
C -1.160 -4.607 0.218 -0.240
C -1.662 -4.282 -0.975 -1.166
C -1.895 -2.879 -1.324 0.218
O -2.334 -2.530 -2.403 -0.633
N -1.546 -1.969 -0.334 -0.523
C -1.067 -2.343 0.887 0.343
O -0.816 -1.437 1.710 -0.831
H -0.931 -4.856 2.884 0.452
H -0.337 -3.203 3.128 0.302
H 0.712 -4.416 2.365 0.346
H -0.971 -5.631 0.513 0.462
H -1.909 -5.033 -1.708 0.508
C 1.502 -2.438 -4.099 -0.912
C 0.589 -1.219 -4.306 -1.184
C 0.166 -0.583 -2.971 -0.337
C 1.274 -0.750 -1.920 0.228
C 1.464 -2.249 -1.590 -0.185
C 1.134 -3.143 -2.797 -0.685
P 0.944 0.338 -0.464 -0.835
C 1.666 1.932 -1.102 0.983
C 3.155 1.962 -1.557 -0.927
C 4.187 2.719 -0.686 -1.175
C 3.574 3.662 0.349 -0.364
C 2.282 4.260 -0.189 -1.396
C 1.234 3.156 -0.249 -0.523
C 1.970 -0.359 0.876 1.526
C 3.471 -0.528 0.652 -0.759
C 4.016 -1.547 1.667 -1.157
C 3.311 -1.430 3.032 -0.447
C 2.807 -0.007 3.255 -0.992
C 1.724 0.354 2.223 -0.267
H 2.551 -2.125 -4.056 0.310
H 1.419 -3.119 -4.947 0.505
H -0.311 -1.521 -4.846 0.473
H 1.098 -0.478 -4.928 0.341
H -0.754 -1.039 -2.604 -0.416
H -0.070 0.473 -3.130 0.529
H 2.204 -0.380 -2.364 0.699
H 0.844 -2.545 -0.740 -0.696
H 2.502 -2.420 -1.290 0.591
H 0.065 -3.373 -2.818 0.099
H 1.658 -4.096 -2.700 0.592
H 1.086 1.999 -2.028 0.753
H 3.161 2.424 -2.546 0.632
H 3.517 0.950 -1.722 0.133
H 4.809 3.313 -1.359 0.445
H 4.868 2.020 -0.200 0.409
H 4.295 4.437 0.615 0.460
H 3.342 3.118 1.273 0.017
H 2.454 4.691 -1.182 0.420
H 1.920 5.068 0.449 0.510
H 0.290 3.550 -0.636 0.226
H 1.044 2.859 0.787 -0.019
H 1.533 -1.361 0.970 0.006
H 3.962 0.437 0.788 0.165
H 3.703 -0.859 -0.361 0.514
H 5.092 -1.402 1.787 0.516
H 3.881 -2.555 1.268 0.288
H 3.989 -1.730 3.831 0.508
H 2.458 -2.115 3.078 0.024
H 3.651 0.685 3.173 0.281
H 2.409 0.113 4.264 0.545
H 1.713 1.441 2.091 -0.394
H 0.742 0.056 2.593 0.272
```

Question: Look up the max |F| of the third one.
Answer: 1.1 eV/A

Question: The lowest max |F| belongs to which entry?
Answer: C30H50N5O2S